1.
Density functional theory data (ωB97M-V/def2-TZVPD) for an isolated molecule of C4H7NO in a non-equilibrium geometry.

```
! RIJCOSX wB97M-V def2-TZVPD def2/J DEFGRID3
* xyz 0 1
C -0.849 -0.371 0.552
C -0.552 1.111 0.387
O 0.862 1.303 0.323
C 1.453 0.532 -0.614
N 0.943 -0.426 -1.260
C -0.027 -1.177 -0.471
H -0.559 -0.667 1.565
H -1.920 -0.554 0.450
H -1.028 1.509 -0.521
H -0.884 1.705 1.239
H 2.524 0.689 -0.625
H 0.657 -1.827 0.086
H -0.621 -1.827 -1.112
*
```

The SMILES is C1=NCCCO1. The lowest unoccupied orbital energy comes out at 0.99 eV. The calculation puts the HOMO-LUMO gap at 10.0188 eV. As for the HOMO energy: -9.0 eV.

Atom charges from the Mulliken analysis, given in e for atoms 1 to 6:
1 C -0.5637
2 C -0.4113
3 O -0.3289
4 C 0.0326
5 N -0.5544
6 C -0.3211

=====

2.
Density functional theory data (ωB97M-V/def2-TZVPD) for a structure of composition C23H25N5O3PPtS2Te in a non-equilibrium geometry.

```
! RIJCOSX wB97M-V def2-TZVPD def2/J DEFGRID3
* xyz 1 1
Pt 0.173 -0.153 -0.264
N 3.853 -1.436 1.668
C 5.009 -1.228 0.860
C 6.256 -1.111 1.446
C 7.374 -0.899 0.650
C 7.235 -0.767 -0.723
C 5.973 -0.852 -1.302
C 4.865 -1.108 -0.511
S 3.271 -1.325 -1.238
N 2.272 -0.857 0.064
C 2.624 -1.014 1.278
C 1.591 -0.722 2.319
C 1.817 -0.760 3.673
C 0.750 -0.543 4.538
C -0.503 -0.306 4.017
C -0.652 -0.257 2.641
N 0.382 -0.452 1.822
H 4.013 -1.609 2.642
H 6.359 -1.196 2.525
H 8.353 -0.830 1.111
H 8.104 -0.595 -1.347
H 5.852 -0.742 -2.376
H 2.804 -0.940 4.076
H 0.907 -0.566 5.610
H -1.360 -0.149 4.656
H -1.601 -0.067 2.160
N 2.165 2.201 1.130
C 1.047 2.772 0.599
N 0.099 2.086 0.042
C -0.892 2.948 -0.480
C -2.028 2.568 -1.175
C -2.913 3.543 -1.604
C -2.677 4.896 -1.345
C -1.546 5.287 -0.651
C -0.668 4.297 -0.230
S 0.826 4.492 0.641
H 2.407 1.302 0.733
H 2.943 2.804 1.334
H -2.194 1.523 -1.382
H -3.801 3.253 -2.155
H -3.378 5.646 -1.695
H -1.350 6.333 -0.448
C -5.425 0.432 -2.511
C -4.651 -0.240 -1.407
O -3.660 -1.117 -2.033
P -2.241 -1.468 -1.428
O -2.108 -0.968 -0.005
Te -0.368 -0.653 -2.732
O -2.160 -3.029 -1.618
C -3.217 -3.903 -1.085
C -4.116 -4.365 -2.202
H -6.142 1.137 -2.083
H -5.976 -0.297 -3.109
H -4.752 0.976 -3.177
H -5.294 -0.862 -0.788
H -4.159 0.475 -0.758
H -3.769 -3.382 -0.304
H -2.696 -4.733 -0.624
H -4.673 -3.532 -2.632
H -4.827 -5.101 -1.817
H -3.528 -4.836 -2.992
*
```

The lowest unoccupied orbital energy (spin up / spin down) comes out at -3.43 / -3.56 eV. The calculation puts the HOMO-LUMO gap (spin up / spin down) at 6.4331 / 6.3149 eV. As for the HOMO energy (spin up / spin down): -9.9 / -9.9 eV.

Atom charges from the Mulliken analysis, given in e for atoms 1 to 6:
1 Pt 1.4688
2 N -0.1984
3 C 0.4603
4 C -0.6620
5 C -0.6229
6 C -0.6099

=====

3.
Density functional theory data (ωB97M-V/def2-TZVPD) for an isolated molecule of C9H17N3O4S in a non-equilibrium geometry.

```
! RIJCOSX wB97M-V def2-TZVPD def2/J DEFGRID3
* xyz 0 1
C -1.293 -0.264 -1.085
C 0.203 -0.474 -0.590
C -2.295 0.465 -0.113
C -3.798 0.591 -0.532
C -5.291 -0.343 1.637
C 2.181 0.725 -0.091
C 2.573 2.282 -0.248
C 3.399 -0.183 -0.449
C 4.164 -0.532 0.727
H -1.779 -2.142 -0.421
H -1.588 -2.052 -2.055
H -1.210 0.256 -2.042
H -1.785 1.431 -0.072
H -2.237 -0.024 0.859
H -3.882 1.392 -1.171
H -4.069 -0.393 -0.943
H -5.877 0.109 2.398
H -5.949 -1.091 1.135
H -4.303 -0.907 1.890
H 0.514 1.519 -0.794
H 2.062 0.600 1.016
H 4.077 0.195 -1.277
H 3.015 -1.183 -0.833
H 5.211 -2.276 1.654
H 4.419 -2.401 -0.057
H 4.038 1.709 0.906
N -1.926 -1.603 -1.229
N 0.965 0.591 -0.758
N 4.696 -1.839 0.797
O 0.601 -1.566 -0.218
O 1.884 3.187 -0.822
O 4.575 0.335 1.559
O 3.631 2.609 0.489
S -4.923 1.276 0.734
*
```

The SMILES is CSCC[C@H](N)C(=O)N[C@@H](CC(N)=O)C(=O)O. The lowest unoccupied orbital energy comes out at 0.30 eV. The calculation puts the HOMO-LUMO gap at 8.8804 eV. As for the HOMO energy: -8.6 eV.

Atom charges from the Mulliken analysis, given in e for atoms 1 to 6:
1 C -0.4064
2 C 0.4978
3 C -0.6115
4 C -0.8695
5 C -0.7775
6 C -0.2976

=====

4.
Density functional theory data (ωB97M-V/def2-TZVPD) for an isolated molecule of C2H6N2OS in a non-equilibrium geometry.

```
! RIJCOSX wB97M-V def2-TZVPD def2/J DEFGRID3
* xyz 0 1
C 0.261 1.787 0.018
C -0.945 -0.425 0.022
H 1.231 2.097 0.359
H 0.108 2.159 -1.025
H -0.457 2.301 0.673
H 1.979 -0.697 1.201
H -2.905 -0.216 -0.144
H -2.103 1.285 -0.410
N 0.222 0.343 0.081
N -2.092 0.360 0.047
O -0.984 -1.642 -0.002
S 1.701 -0.430 -0.111
*
```

The SMILES is CN(S)C(N)=O. The lowest unoccupied orbital energy comes out at 0.67 eV. The calculation puts the HOMO-LUMO gap at 10.1390 eV. As for the HOMO energy: -9.5 eV.

Atom charges from the Mulliken analysis, given in e for atoms 1 to 6:
1 C -0.9399
2 C 0.5721
3 H 0.2907
4 H 0.3268
5 H 0.4031
6 H 0.1365

=====

5.
Density functional theory data (ωB97M-V/def2-TZVPD) for a cluster of 2 separate species, C5H10N2 in total.

```
! RIJCOSX wB97M-V def2-TZVPD def2/J DEFGRID3
* xyz 0 1
C 1.261 1.601 -0.470
C -0.050 1.369 -1.184
N -0.430 -0.006 -1.614
C -1.107 0.598 -0.554
C -2.018 0.383 0.379
C 0.152 -2.163 1.393
N 1.063 -1.677 0.657
H 2.097 1.567 -1.179
H 1.420 0.830 0.290
H 1.270 2.585 0.012
H -0.326 2.120 -1.923
H 0.230 -0.708 -1.276
H -2.535 -0.572 0.440
H -2.288 1.154 1.093
H -0.708 -1.541 1.651
H 0.163 -3.183 1.789
H 1.809 -2.358 0.498
*
```

The SMILES is C=C1N[C@@H]1C.C=N. The lowest unoccupied orbital energy comes out at 1.05 eV. The calculation puts the HOMO-LUMO gap at 9.6872 eV. As for the HOMO energy: -8.6 eV.

Atom charges from the Mulliken analysis, given in e for atoms 1 to 6:
1 C -1.1000
2 C 0.1453
3 N -0.6463
4 C 0.5052
5 C -1.1300
6 C -0.3272

=====

6.
Density functional theory data (ωB97M-V/def2-TZVPD) for a cluster of 10 separate species, C37H53N2O27S in total in a non-equilibrium geometry.

```
! RIJCOSX wB97M-V def2-TZVPD def2/J DEFGRID3
* xyz 1 1
C 0.006 -4.781 -0.197
C -1.219 -3.778 -0.082
C -0.794 -2.313 -0.588
C -1.872 -1.304 0.034
C -3.231 -1.286 -0.759
C -4.302 -2.293 -0.252
C -4.628 -2.531 1.164
C -5.699 -3.487 1.498
N -6.062 -3.710 2.884
C -6.431 -4.191 0.419
C -6.024 -3.879 -0.953
S -6.964 -4.728 -2.281
N -5.014 -2.977 -1.240
H -0.404 -5.823 -0.083
H 0.696 -4.551 0.656
H 0.481 -4.613 -1.197
H -1.530 -3.628 0.992
H -2.090 -4.093 -0.728
H 0.226 -2.055 -0.178
H -0.833 -2.225 -1.704
H -1.967 -1.456 1.136
H -1.412 -0.276 -0.098
H -3.683 -0.255 -0.624
H -3.042 -1.386 -1.866
H -4.063 -1.982 1.963
H -6.115 -2.772 3.301
H -5.282 -4.219 3.314
H -7.269 -4.903 0.598
H -6.435 -5.990 -2.430
H -4.802 -2.827 -2.232
C 1.179 -2.807 4.469
C 1.227 -1.471 3.791
O 0.102 -1.521 2.911
C -0.767 -2.425 3.424
O -1.885 -2.587 3.021
O -0.216 -3.120 4.444
H 1.552 -2.771 5.491
H 1.725 -3.577 3.919
H 1.092 -0.640 4.489
H 2.150 -1.319 3.235
C 1.991 3.592 3.415
C 2.665 2.429 2.748
O 3.303 1.762 3.843
C 2.627 2.103 4.972
O 2.796 1.589 6.036
O 1.736 3.098 4.732
H 1.065 3.878 2.921
H 2.640 4.469 3.486
H 1.953 1.741 2.284
H 3.390 2.734 2.009
C -9.257 -1.930 -4.599
C -7.796 -2.005 -4.254
O -7.217 -1.021 -5.103
C -8.200 -0.127 -5.416
O -8.013 0.906 -5.973
O -9.417 -0.574 -5.008
H -9.899 -2.159 -3.750
H -9.524 -2.584 -5.430
H -7.598 -1.734 -3.211
H -7.371 -2.987 -4.452
C -1.901 -9.300 0.722
C -1.395 -10.431 -0.129
O -1.131 -9.795 -1.376
C -0.926 -8.475 -1.124
O -0.519 -7.694 -1.924
O -1.246 -8.165 0.163
H -1.642 -9.419 1.774
H -2.982 -9.162 0.636
H -0.466 -10.859 0.253
H -2.130 -11.227 -0.246
C 3.885 7.251 0.878
C 4.864 6.532 0.001
O 4.569 5.156 0.257
C 3.291 5.096 0.696
O 2.675 4.077 0.842
O 2.793 6.330 0.950
H 3.565 8.202 0.456
H 4.271 7.422 1.885
H 4.705 6.735 -1.061
H 5.897 6.763 0.255
C 10.122 7.271 0.055
C 10.522 7.183 1.500
O 9.389 7.724 2.174
C 8.320 7.572 1.350
O 7.187 7.768 1.674
O 8.701 7.171 0.114
H 10.544 6.467 -0.546
H 10.389 8.228 -0.397
H 10.672 6.152 1.832
H 11.419 7.760 1.722
C 10.641 12.071 -0.832
C 9.293 12.704 -0.625
O 8.406 11.769 -1.233
C 9.028 10.562 -1.234
O 8.500 9.533 -1.518
O 10.334 10.680 -0.866
H 11.337 12.297 -0.025
H 11.096 12.356 -1.784
H 9.034 12.801 0.433
H 9.213 13.681 -1.099
C -13.279 -4.698 -7.560
C -12.044 -4.035 -8.104
O -11.417 -3.525 -6.930
C -11.857 -4.270 -5.880
O -11.402 -4.213 -4.779
O -12.878 -5.084 -6.247
H -13.579 -5.566 -8.146
H -14.125 -4.011 -7.484
H -11.367 -4.743 -8.587
H -12.274 -3.232 -8.803
C 6.716 -1.186 3.964
C 5.372 -0.543 4.150
O 4.486 -1.466 3.523
C 5.100 -2.680 3.529
O 4.563 -3.703 3.231
O 6.396 -2.576 3.919
H 7.400 -0.970 4.784
H 7.191 -0.902 3.022
H 5.095 -0.448 5.203
H 5.309 0.436 3.680
*
```

The lowest unoccupied orbital energy comes out at -3.63 eV. The calculation puts the HOMO-LUMO gap at 8.6301 eV. As for the HOMO energy: -12.3 eV.

Atom charges from the Mulliken analysis, given in e for atoms 1 to 6:
1 C -0.6799
2 C 0.1233
3 C -0.6709
4 C -0.3194
5 C -0.9119
6 C 0.2671

=====

7.
Density functional theory data (ωB97M-V/def2-TZVPD) for a structure of composition C43H40AsBrCrF3N3O6S2.

```
! RIJCOSX wB97M-V def2-TZVPD def2/J DEFGRID3
* xyz -2 5
Cr -0.177 1.959 -0.562
S -2.202 0.924 -1.748
C -3.509 0.724 -0.603
C -4.790 1.203 -0.941
C -5.890 0.985 -0.135
C -5.766 0.261 1.048
C -4.512 -0.210 1.405
C -3.390 0.040 0.619
As -1.644 -0.668 1.110
C -1.608 -0.447 3.056
C -2.447 0.374 3.802
C -2.258 0.528 5.171
C -1.228 -0.139 5.818
C -0.378 -0.958 5.085
C -0.567 -1.101 3.717
C -2.209 -2.571 1.072
C -2.257 -3.123 -0.211
C -2.571 -4.460 -0.406
C -2.844 -5.276 0.686
C -2.808 -4.739 1.964
C -2.493 -3.397 2.155
H -4.892 1.750 -1.871
H -6.858 1.372 -0.437
H -6.628 0.061 1.675
H -4.402 -0.798 2.312
H -3.247 0.910 3.310
H -2.917 1.182 5.730
H -1.083 -0.017 6.886
H 0.436 -1.479 5.575
H 0.112 -1.732 3.150
H -2.043 -2.488 -1.067
H -2.591 -4.868 -1.411
H -3.078 -6.325 0.538
H -3.023 -5.367 2.822
H -2.471 -2.996 3.161
C 1.857 0.931 1.821
O 1.543 0.264 0.592
C 2.151 -0.924 0.371
C 3.233 -1.365 1.109
C 3.741 -2.638 0.882
Br 5.223 -3.219 1.928
C 3.195 -3.485 -0.044
C 2.123 -3.030 -0.820
C 1.619 -1.747 -0.645
O 0.597 -1.340 -1.414
C 1.547 -3.966 -1.797
N 1.972 -5.196 -1.974
C 1.141 -5.722 -2.941
C 1.123 -6.993 -3.515
C 0.163 -7.262 -4.473
C -0.773 -6.291 -4.862
C -0.771 -5.025 -4.305
C 0.197 -4.764 -3.342
N 0.487 -3.653 -2.596
H 1.816 0.219 2.648
H 1.080 1.683 1.941
H 2.850 1.387 1.761
H 3.671 -0.736 1.866
H 3.568 -4.485 -0.204
H 0.684 -0.395 -1.676
H 1.848 -7.738 -3.211
H 0.126 -8.241 -4.935
H -1.509 -6.540 -5.616
H -1.488 -4.271 -4.605
H 0.050 -2.740 -2.581
F 3.766 1.333 -1.168
C 3.592 0.896 -2.426
F 3.552 -0.446 -2.387
F 4.678 1.250 -3.129
S 2.070 1.601 -3.197
O 2.349 3.003 -3.286
O 1.940 0.842 -4.408
O 1.055 1.249 -2.184
C 3.898 5.039 -0.985
N 3.389 5.024 0.378
C 4.364 4.431 1.265
C 2.125 4.293 0.455
C 0.974 4.927 -0.296
C 0.885 6.317 -0.370
C -0.178 6.918 -1.033
C -1.154 6.115 -1.611
C -1.057 4.731 -1.511
C 0.003 4.086 -0.856
H 4.747 5.726 -1.053
H 3.119 5.370 -1.670
H 4.227 4.039 -1.317
H 5.301 4.994 1.225
H 4.593 3.380 1.002
H 3.996 4.448 2.293
H 1.861 4.204 1.515
H 2.251 3.263 0.080
H 1.662 6.925 0.086
H -0.243 8.000 -1.097
H -1.989 6.568 -2.140
H -1.841 4.122 -1.958
C -1.772 3.129 1.594
O -0.908 2.094 1.239
H -2.101 3.023 2.640
H -2.682 3.155 0.969
H -1.303 4.120 1.501
*
```

The expectation value of S² is 6.022. The lowest unoccupied orbital energy (spin up / spin down) comes out at 3.72 / 3.72 eV. The calculation puts the HOMO-LUMO gap (spin up / spin down) at 5.0271 / 6.1264 eV. As for the HOMO energy (spin up / spin down): -1.3 / -2.4 eV.

Atom charges from the Mulliken analysis, given in e for atoms 1 to 6:
1 Cr 0.8188
2 S -0.8273
3 C 0.3913
4 C -0.5705
5 C -0.6077
6 C -0.9521

=====

8.
Density functional theory data (ωB97M-V/def2-TZVPD) for a cluster of 9 separate species, C6H31N2O8 in total in a non-equilibrium geometry.

```
! RIJCOSX wB97M-V def2-TZVPD def2/J DEFGRID3
* xyz 1 1
C 0.484 2.251 2.884
C 0.570 2.186 1.365
C 1.536 1.100 0.873
C 1.930 0.986 -0.600
N 0.596 -2.108 -2.270
C 1.513 -1.057 -1.973
C 1.054 0.019 -1.344
N -0.799 1.922 0.735
H 0.501 3.305 3.145
H -0.320 1.631 3.287
H 1.316 1.740 3.373
H 0.763 3.164 0.925
H 2.404 1.282 1.480
H 1.145 0.172 1.297
H 2.947 0.598 -0.500
H 2.061 1.983 -1.021
H -0.301 -1.908 -1.905
H 0.573 -2.514 -3.192
H 2.550 -1.354 -1.891
H 0.009 0.305 -1.341
H -0.921 0.977 0.367
H -1.067 2.515 -0.064
H -1.532 2.144 1.409
H 3.435 -0.517 3.152
H 3.594 -1.319 1.754
O 3.609 -0.480 2.213
H -1.309 -0.849 1.918
H -2.406 -0.680 3.026
O -1.850 -0.180 2.420
H -1.060 1.952 -2.424
H -0.326 3.303 -2.545
O -0.762 2.722 -1.921
H -2.147 0.047 -4.000
H -0.799 -0.364 -3.335
O -1.661 0.041 -3.167
H -3.930 -0.320 -0.015
H -3.029 0.275 1.080
O -3.322 0.404 0.160
H -3.029 -3.062 -1.710
H -2.654 -1.681 -2.330
O -2.295 -2.468 -1.893
H -0.086 -2.488 1.107
H -1.289 -2.424 0.141
O -0.769 -1.894 0.759
H 2.009 -3.850 0.261
H 1.299 -2.548 -0.217
O 1.765 -2.958 0.526
*
```

The lowest unoccupied orbital energy comes out at -2.42 eV. The calculation puts the HOMO-LUMO gap at 9.1306 eV. As for the HOMO energy: -11.6 eV.

Atom charges from the Mulliken analysis, given in e for atoms 1 to 6:
1 C -1.4007
2 C 0.4157
3 C -1.0361
4 C -1.1125
5 N -0.2452
6 C -0.7508

=====

What is the formula in the eighth record?
C6H31N2O8